(1)
Here is a structure of composition C14H24F3FeO8 at a distorted geometry from the OMol25 dataset. Energies are from ωB97M-V/def2-TZVPD.

XYZ file:
```
50
Properties=species:S:1:pos:R:3:mulliken_charge:R:1
Fe 0.07653 -0.27947 -0.18497 1.707
C -2.04807 -2.48424 0.60927 -0.584
C -1.22567 -2.13544 1.80863 -0.686
O 0.20358 -1.95155 1.42622 -0.232
C 1.11241 -3.00594 1.09504 -0.529
C 2.20122 -2.37237 0.34181 -0.499
O 1.65331 -1.62437 -0.72570 -0.414
C 2.58386 -0.76472 -1.48776 -0.577
C 3.12922 0.35226 -0.64751 -0.800
O 2.30759 0.44613 0.55245 -0.073
C 2.35920 1.65267 1.33351 -0.681
C 1.23321 1.46213 2.33559 -0.881
O -0.05350 1.21279 1.67819 -0.281
C -0.74714 2.42957 1.30355 -0.621
C -2.08848 2.01507 0.79979 -1.046
O -2.02236 0.72479 0.16278 0.477
C -3.29372 0.25967 -0.22553 -0.626
C -2.92323 -0.90729 -1.11996 -0.818
O -1.80229 -1.69474 -0.58451 -0.376
H -3.12823 -2.44393 0.98847 0.392
H -1.89512 -3.50782 0.31927 0.474
H -1.34421 -2.97906 2.55401 0.417
H -1.43895 -1.10292 2.15085 0.201
H 0.63385 -3.82519 0.42399 0.329
H 1.56356 -3.48000 1.99482 0.374
H 2.87540 -3.17543 -0.01905 0.408
H 2.86611 -1.71960 0.88592 0.284
H 2.01480 -0.42557 -2.34242 0.312
H 3.46894 -1.33106 -1.80088 0.423
H 3.07931 1.28032 -1.24258 0.307
H 4.12290 0.09907 -0.29298 0.573
H 2.24261 2.58269 0.69135 0.192
H 3.26857 1.71658 1.80469 0.631
H 1.25088 2.35864 2.97115 0.517
H 1.38176 0.53790 2.84654 0.365
H -0.26223 2.87903 0.43446 0.253
H -0.80020 3.00458 2.18589 0.620
H -2.48541 2.75394 0.18157 0.398
H -2.75982 1.86258 1.68984 0.383
H -3.75603 1.01201 -0.83538 0.398
H -3.94075 0.03198 0.61992 0.353
H -2.60495 -0.61982 -2.13566 0.324
H -3.73414 -1.60589 -1.23895 0.547
F -0.86103 3.33381 -3.35789 -0.238
C -0.29332 2.16117 -3.56737 0.743
F 0.87595 2.26408 -4.22285 -0.248
F -1.17055 1.50851 -4.34644 -0.251
C -0.02744 1.38098 -2.26383 0.481
O 0.48235 1.95741 -1.29337 -0.639
O -0.28029 0.15605 -2.25399 -0.783
```

Output
* spin multiplicity: 5
* energy relative to the best compared isomer or geometry (same formula, charge and spin): 0.0295 eV
* Kohn-Sham gap (spin up / spin down): 11.2 / 10.1 eV
* largest force on an atom: 0.07139 hartree/bohr
* LUMO energy (spin up / spin down): -1.96 / -2.17 eV
* total charge: +1



(2)
Here is a cluster of 3 separate species, C14H24F5O8P in total from the OMol25 dataset. Energies are from ωB97M-V/def2-TZVPD.

XYZ file:
```
52
Properties=species:S:1:pos:R:3:mulliken_charge:R:1
C 7.58263 -1.55942 -0.12888 -1.139
C 6.10662 -1.18183 -0.00337 -0.127
O 5.43282 -1.55620 -1.19428 -0.390
C 4.02622 -1.43739 -1.11170 -0.337
C 3.53891 0.01992 -1.29489 -0.653
O 2.62594 0.42791 -0.30154 -0.540
P 0.92857 0.15433 -0.64491 1.041
C 0.56337 0.46309 1.11054 -1.043
C -0.88507 -0.19261 -1.11686 -1.453
C -1.71184 -1.20707 -0.31618 -0.217
C -1.19507 -2.62105 -0.31495 0.848
F 0.03822 -2.75463 0.22831 -0.260
F -2.00459 -3.43954 0.38910 -0.298
F -1.10996 -3.14016 -1.55690 -0.291
H 8.18013 -0.72249 -0.50862 0.277
H 7.99244 -1.83947 0.84729 0.333
H 7.68316 -2.40539 -0.81441 0.302
H 5.63547 -1.68895 0.85182 0.260
H 6.00528 -0.09413 0.15113 0.232
H 3.61462 -2.10031 -1.88334 0.335
H 3.66226 -1.79715 -0.13345 0.291
H 3.10733 0.14767 -2.30259 0.296
H 4.41826 0.67745 -1.24588 0.466
H 0.92675 1.25587 -1.51039 -0.149
H 1.30110 -1.08001 -1.21561 -0.178
H 1.43483 0.89131 1.61249 0.439
H 0.32840 -0.49667 1.58805 0.339
H -0.29974 1.12997 1.18271 0.209
H -1.44670 0.75378 -1.11059 0.375
H -0.85541 -0.52357 -2.16728 0.526
H -2.71761 -1.27597 -0.75407 0.092
H -1.85438 -0.90082 0.72857 0.392
O -4.42786 0.27777 0.54810 -0.496
C -5.09400 -0.69986 0.59137 0.723
O -5.75982 -1.14485 1.67964 -0.316
C -6.55241 -2.27378 1.30344 -0.478
C -5.85708 -2.75162 0.04333 0.392
F -6.72845 -3.22484 -0.87738 -0.294
O -5.26086 -1.56517 -0.44685 -0.291
H -7.56747 -1.94697 1.07282 0.279
H -6.56497 -3.00338 2.10720 0.275
H -5.07772 -3.49878 0.20357 0.234
O 0.45106 3.81221 -1.20379 -0.462
C -0.28012 4.25864 -0.38898 0.573
O -0.51642 5.57436 -0.18504 -0.359
C -1.58734 5.70959 0.75123 -0.444
C -1.55852 4.37495 1.46972 0.309
F -2.79495 3.93753 1.79913 -0.274
O -1.00091 3.51287 0.49733 -0.181
H -2.53007 5.82773 0.21481 0.282
H -1.41167 6.56478 1.39665 0.270
H -0.93335 4.35231 2.36435 0.277
```

Output
* spin multiplicity: 1
* Kohn-Sham gap: 9.5 eV
* largest force on an atom: 0.00739 hartree/bohr
* structure (SMILES): CCOCCO[PH2](C)CCC(F)(F)F.O=C1OC[C@@H](F)O1.O=C1OC[C@@H](F)O1
* LUMO energy: 0.59 eV
* total charge: 0



(3)
Here is an isolated molecule of C14H24N2 from the OMol25 dataset. Energies are from ωB97M-V/def2-TZVPD.

XYZ file:
```
40
Properties=species:S:1:pos:R:3:mulliken_charge:R:1
C -5.00805 -1.89316 1.22857 -1.194
C -5.64161 -0.78459 0.39447 -0.456
C -5.01837 -0.64356 -1.00181 -0.732
C -3.98809 0.48104 -1.12059 -0.747
C -2.73430 0.26810 -0.27649 -0.434
C -1.69355 1.35683 -0.52868 -0.933
C -0.43798 1.15168 0.31540 -0.487
C 0.58958 2.25566 0.07954 -0.337
C 1.85818 2.06796 0.92164 -1.256
N 2.58807 0.88124 0.54776 0.195
C 3.36740 0.88205 -0.57328 -0.271
C 3.98579 -0.22312 -1.02450 -0.583
C 3.84827 -1.50350 -0.34704 0.827
N 4.37808 -2.61694 -0.68897 -0.849
C 3.01341 -1.44094 0.83415 -0.671
C 2.42821 -0.29633 1.22513 -0.147
H -5.47504 -1.94140 2.21029 0.345
H -5.14301 -2.85625 0.74076 0.332
H -3.94300 -1.72746 1.36369 0.276
H -6.70644 -1.00512 0.29170 0.347
H -5.55997 0.16562 0.92626 0.323
H -5.80996 -0.44047 -1.72668 0.322
H -4.55250 -1.58886 -1.28717 0.400
H -3.69197 0.56622 -2.16962 0.385
H -4.45639 1.42681 -0.83604 0.322
H -2.30000 -0.70607 -0.51276 0.368
H -2.99874 0.27229 0.78208 0.260
H -1.42024 1.35869 -1.58650 0.411
H -2.12909 2.33261 -0.29895 0.355
H 0.00320 0.18297 0.06972 0.317
H -0.71444 1.13473 1.37280 0.268
H 0.86300 2.27502 -0.97781 0.292
H 0.14997 3.22332 0.32954 0.378
H 1.58990 1.99394 1.97858 0.404
H 2.51126 2.93746 0.79382 0.416
H 3.46340 1.83805 -1.07000 0.335
H 4.60292 -0.17027 -1.90974 0.290
H 4.94845 -2.55511 -1.53059 0.189
H 2.87666 -2.35030 1.39460 0.425
H 1.80593 -0.24340 2.10674 0.316
```

Output
* spin multiplicity: 1
* energy relative to the best compared isomer or geometry (same formula, charge and spin): 0.0613 eV
* Kohn-Sham gap: 8.3 eV
* largest force on an atom: 0.01395 hartree/bohr
* structure (SMILES): CCCCCCCCCn1ccc(=N)cc1
* LUMO energy: 0.75 eV
* total charge: 0



(4)
Here is an isolated molecule of C14H24N2O2S2 at a distorted geometry from the OMol25 dataset. Energies are from ωB97M-V/def2-TZVPD.

XYZ file:
```
44
Properties=species:S:1:pos:R:3:mulliken_charge:R:1
O 0.38179 1.72043 2.39642 -0.536
C 0.02523 1.93481 1.24060 -0.149
N -1.21566 1.52978 0.77497 0.027
S -1.60278 1.69758 -0.83381 -0.077
S -0.44028 0.19082 -1.64572 0.041
N 0.91328 0.93440 -2.40340 0.193
C 0.66325 2.04865 -3.21317 -0.030
O 1.39309 2.44328 -4.13808 -0.543
C 2.22351 0.24093 -2.58665 -0.210
C 2.20129 -0.62397 -3.85589 -0.673
C 1.48592 -1.97897 -3.64029 -0.538
C 2.16275 -2.76816 -2.55418 -0.823
C 2.12853 -1.99040 -1.22048 -0.206
C 2.73875 -0.57192 -1.37736 -1.026
C -2.24141 0.81846 1.55777 0.112
C -1.80038 -0.56695 1.99643 -0.732
C -1.36817 -0.73368 3.49795 -0.530
C -2.32659 -0.01552 4.47564 -0.733
C -2.44399 1.48105 4.09736 -0.497
C -2.95769 1.64801 2.68758 -1.055
H 0.64747 2.44572 0.53901 0.542
H -0.27258 2.58034 -3.04930 0.357
H 2.98096 1.01459 -2.75960 0.378
H 1.67012 -0.15197 -4.66303 0.315
H 3.27120 -0.82996 -4.14262 0.364
H 0.44014 -1.80954 -3.43634 0.310
H 1.57044 -2.59862 -4.52993 0.332
H 1.65555 -3.73895 -2.41426 0.361
H 3.17812 -2.92546 -2.89843 0.345
H 2.63002 -2.52985 -0.42831 0.387
H 1.06782 -1.93872 -0.92339 0.019
H 2.53849 -0.01069 -0.49620 0.310
H 3.84580 -0.68199 -1.45736 0.382
H -3.04100 0.58943 0.84029 0.437
H -2.64098 -1.25368 1.85157 0.486
H -1.02152 -0.92592 1.34036 0.024
H -1.33221 -1.81873 3.68120 0.372
H -0.38911 -0.27592 3.65039 0.254
H -1.90525 -0.11579 5.49385 0.331
H -3.33954 -0.49289 4.47190 0.320
H -1.42859 1.90146 4.18474 0.270
H -3.13577 2.02249 4.77927 0.336
H -2.89707 2.70659 2.42758 0.326
H -4.01296 1.39946 2.68294 0.424
```

Output
* spin multiplicity: 1
* energy relative to the best compared isomer or geometry (same formula, charge and spin): 0.0000 eV
* Kohn-Sham gap: 9.0 eV
* largest force on an atom: 0.05866 hartree/bohr
* structure (SMILES): O=CN(SSN(C=O)C1CCCCC1)C1CCCCC1
* LUMO energy: 0.22 eV
* total charge: 0



Q: spin multiplicity of number 1 (C14H24F3FeO8)?
A: 5



Q: Which of these has the highest spin multiplicity?
A: C14H24F3FeO8



Q: The highest spin multiplicity belongs to which entry?
A: C14H24F3FeO8